(1)
A structure of composition C52H45BaN2O3P2S2Si, computed with the ωB97M-V functional and the def2-TZVPD basis.

HOMO-LUMO gap ... 5.97 eV
Energy relative to the best compared isomer or geometry (same formula, charge and spin) ... 0.4957 eV

ORCA input file:
```
! wB97M-V def2-TZVPD RIJCOSX def2/J DEFGRID3
* xyz -1 1
Ba -0.048 -1.643 1.418
C -0.454 2.098 2.403
Si -0.294 1.646 0.532
C 1.287 2.684 0.137
C 1.216 4.040 -0.212
C 2.349 4.799 -0.457
C 3.608 4.223 -0.342
C 3.712 2.886 0.001
C 2.568 2.119 0.227
P 2.703 0.313 0.555
C 4.332 0.182 1.399
C 4.297 0.107 2.791
C 5.468 0.030 3.531
C 6.695 0.010 2.883
C 6.743 0.068 1.497
C 5.571 0.154 0.761
C 3.086 -0.327 -1.118
C 2.737 0.380 -2.264
C 2.935 -0.176 -3.523
C 3.500 -1.434 -3.649
C 3.850 -2.148 -2.508
C 3.627 -1.606 -1.255
C -1.663 2.767 -0.256
C -2.490 3.595 0.513
C -3.534 4.321 -0.041
C -3.789 4.235 -1.404
C -2.988 3.425 -2.194
C -1.943 2.691 -1.632
P -0.853 1.589 -2.631
C -1.157 2.213 -4.334
C -0.809 3.537 -4.611
C -0.912 4.050 -5.893
C -1.349 3.241 -6.936
C -1.678 1.919 -6.679
C -1.584 1.410 -5.389
C -1.838 0.036 -2.607
C -1.205 -1.143 -2.219
C -1.923 -2.327 -2.094
C -3.284 -2.343 -2.370
C -3.922 -1.180 -2.787
C -3.201 0.001 -2.899
H -0.313 3.165 2.605
H 0.303 1.555 2.982
H -1.424 1.796 2.810
H 0.242 4.511 -0.289
H 2.251 5.845 -0.728
H 4.502 4.808 -0.522
H 4.694 2.439 0.089
H 3.338 0.096 3.298
H 5.421 -0.031 4.611
H 7.612 -0.060 3.457
H 7.698 0.047 0.986
H 5.618 0.196 -0.321
H 2.290 1.361 -2.178
H 2.642 0.383 -4.404
H 3.659 -1.865 -4.630
H 4.279 -3.139 -2.600
H 3.866 -2.185 -0.369
H -2.308 3.675 1.579
H -4.146 4.956 0.589
H -4.601 4.796 -1.852
H -3.184 3.375 -3.259
H -0.455 4.172 -3.805
H -0.646 5.083 -6.083
H -1.425 3.638 -7.940
H -2.012 1.277 -7.485
H -1.846 0.375 -5.205
H -0.142 -1.138 -2.004
H -1.410 -3.228 -1.777
H -3.847 -3.262 -2.266
H -4.982 -1.189 -3.010
H -3.709 0.909 -3.203
S -0.307 -2.576 6.641
C 0.665 -1.179 6.538
C 0.782 -0.738 5.252
C 0.087 -1.510 4.258
C -0.553 -2.545 4.895
C -1.381 -3.589 4.287
C -1.905 -4.664 5.019
C -2.649 -5.631 4.377
C -2.872 -5.527 3.011
C -2.343 -4.429 2.361
N -1.631 -3.482 2.970
H 1.096 -0.754 7.433
H 1.361 0.150 5.020
H -1.710 -4.739 6.080
H -3.044 -6.470 4.937
H -3.431 -6.274 2.465
H -2.476 -4.306 1.291
C -4.924 0.989 2.279
C -4.290 0.297 3.301
C -3.205 -0.506 2.984
N -2.749 -0.643 1.740
C -3.364 0.021 0.764
C -4.453 0.848 0.982
H -5.763 1.640 2.492
H -4.616 0.384 4.329
H -2.659 -1.042 3.753
H -2.952 -0.098 -0.229
H -4.891 1.390 0.154
C 2.237 -5.220 -1.046
S 1.006 -4.286 -0.180
O 1.492 -4.119 1.192
O -0.242 -5.022 -0.287
O 0.940 -2.976 -0.850
H 2.309 -6.199 -0.578
H 3.182 -4.687 -0.973
H 1.927 -5.306 -2.085
*
```

(2)
A structure of composition C52H45Br4N4O6Sb2V, computed with the ωB97M-V functional and the def2-TZVPD basis.

HOMO-LUMO gap (spin up / spin down) ... 6.51 / 5.74 eV
Energy relative to the best compared isomer or geometry (same formula, charge and spin) ... 2.2084 eV

ORCA input file:
```
! wB97M-V def2-TZVPD RIJCOSX def2/J DEFGRID3
* xyz -1 4
V -0.767 -0.054 -1.518
C 3.732 1.308 2.908
C 4.509 0.277 2.112
C 4.366 0.475 0.613
Sb 2.630 -0.630 -0.116
C 3.019 -0.150 -2.162
C 4.012 0.601 -2.722
C 4.067 0.835 -4.103
C 3.104 0.261 -4.951
C 2.071 -0.463 -4.448
C 1.868 -0.596 -2.986
C 3.884 -2.443 -0.279
C 3.651 -3.471 0.625
C 4.364 -4.656 0.545
C 5.331 -4.820 -0.430
C 5.603 -3.781 -1.303
C 4.886 -2.597 -1.230
Sb 1.604 1.275 2.377
C 0.983 3.047 3.572
C 0.703 4.131 2.745
C 0.221 5.325 3.248
C 0.014 5.461 4.610
C 0.291 4.396 5.448
C 0.757 3.197 4.931
C 1.309 -0.429 3.687
C 1.543 -0.390 5.053
C 1.377 -1.524 5.831
C 1.028 -2.726 5.242
C 0.827 -2.783 3.874
C 0.948 -1.636 3.108
H 4.117 2.304 2.692
H 3.846 1.132 3.977
H 4.175 -0.730 2.379
H 5.568 0.337 2.393
H 5.250 0.105 0.096
H 4.259 1.537 0.393
H 4.806 0.998 -2.098
H 4.867 1.429 -4.519
H 3.206 0.366 -6.023
H 1.316 -0.908 -5.080
H 1.611 -1.631 -2.708
H 2.902 -3.343 1.395
H 4.148 -5.453 1.239
H 5.872 -5.753 -0.512
H 6.374 -3.898 -2.052
H 5.110 -1.791 -1.923
H 0.876 4.037 1.677
H 0.007 6.148 2.581
H -0.350 6.396 5.011
H 0.134 4.498 6.513
H 0.947 2.379 5.608
H 1.871 0.529 5.519
H 1.520 -1.467 6.901
H 0.919 -3.616 5.845
H 0.575 -3.720 3.400
H 0.755 -1.690 2.043
Br -1.785 -6.126 -4.723
C -1.257 -4.778 -3.523
C -0.702 -5.112 -2.299
Br -0.497 -6.920 -1.815
C -0.295 -4.111 -1.423
Br 0.404 -4.541 0.267
C -0.428 -2.769 -1.745
O 0.020 -1.784 -1.035
C -1.085 -2.421 -2.975
O -1.266 -1.181 -3.197
C -1.450 -3.443 -3.850
Br -2.276 -2.938 -5.470
C -0.026 4.329 -1.159
C -1.116 4.563 -0.332
C -1.612 3.519 0.419
C -1.022 2.260 0.299
N 0.004 2.028 -0.534
C 0.492 3.046 -1.232
C -1.432 1.091 1.069
C -1.884 1.215 2.386
C -2.202 0.088 3.114
C -2.095 -1.158 2.515
C -1.641 -1.274 1.211
C -1.281 -0.162 0.458
H 0.404 5.130 -1.739
H -1.572 5.542 -0.272
H -2.459 3.661 1.074
H 1.342 2.837 -1.870
H -1.953 2.197 2.835
H -2.513 0.180 4.144
H -2.348 -2.046 3.075
H -1.571 -2.265 0.784
O 0.170 1.043 -3.191
N 0.722 0.191 -2.476
C -4.386 -0.147 -4.334
C -4.917 1.079 -3.602
C -4.762 0.973 -2.065
C -5.232 2.286 -1.420
C -5.178 2.224 0.102
C -5.649 -0.171 -1.612
O -6.855 -0.084 -1.531
N -5.001 -1.344 -1.360
C -3.606 -1.536 -1.283
O -3.172 -2.659 -1.119
N -2.850 -0.436 -1.363
C -3.289 0.754 -1.758
O -2.467 1.662 -1.896
H -4.483 -0.013 -5.410
H -4.945 -1.040 -4.051
H -3.331 -0.302 -4.105
H -5.979 1.222 -3.825
H -4.371 1.970 -3.926
H -6.258 2.480 -1.738
H -4.596 3.093 -1.789
H -5.892 1.487 0.463
H -5.438 3.189 0.533
H -4.181 1.948 0.443
H -5.567 -2.162 -1.168
*
```

(3)
A structure of composition C52H48Br4N8O16, computed with the ωB97M-V functional and the def2-TZVPD basis.

HOMO-LUMO gap ... 4.70 eV
Energy relative to the best compared isomer or geometry (same formula, charge and spin) ... 22.4759 eV

ORCA input file:
```
! wB97M-V def2-TZVPD RIJCOSX def2/J DEFGRID3
* xyz 0 1
Br 1.213 -0.001 -4.419
C 2.905 -0.566 -3.541
C 3.404 -1.876 -4.065
Br 5.352 -2.038 -3.687
H 2.836 -0.481 -2.459
H 3.662 0.150 -3.859
H 3.299 -1.874 -5.154
H 2.887 -2.815 -3.871
Br 0.933 -3.144 -1.387
C 0.167 -1.365 -0.994
C 0.247 -0.991 0.453
Br 2.032 -1.097 1.256
H -0.861 -1.391 -1.352
H 0.655 -0.605 -1.605
H -0.423 -1.583 1.072
H -0.130 0.029 0.535
C 0.425 6.754 -0.368
C 1.726 6.279 -0.442
C 1.981 4.965 -0.821
C 0.938 4.069 -0.970
C -0.358 4.550 -0.937
C -0.627 5.872 -0.665
N 1.190 2.646 -1.228
O 0.210 1.978 -1.514
O 2.315 2.204 -1.126
H 0.163 7.763 -0.087
H 2.536 6.986 -0.318
H 2.990 4.569 -0.806
H -1.155 3.855 -1.170
H -1.606 6.328 -0.715
C 0.583 1.108 6.718
C 0.840 1.052 5.359
C 0.593 -0.127 4.668
C -0.067 -1.173 5.290
C -0.340 -1.107 6.653
C 0.012 0.028 7.379
N -0.417 -2.404 4.565
O -0.446 -2.355 3.347
O -0.699 -3.383 5.215
H 0.850 1.966 7.323
H 1.273 1.909 4.863
H 0.820 -0.264 3.617
H -0.980 -1.848 7.113
H -0.262 0.122 8.420
C 5.162 0.456 1.401
C 6.339 0.004 1.945
C 7.395 -0.308 1.098
C 7.251 0.005 -0.243
C 6.101 0.571 -0.792
C 5.006 0.766 0.039
N 8.454 -0.120 -1.102
O 8.394 0.370 -2.209
O 9.427 -0.687 -0.653
H 4.310 0.661 2.038
H 6.289 -0.194 3.008
H 8.360 -0.700 1.387
H 6.129 0.771 -1.854
H 4.068 1.122 -0.363
C 4.512 -5.774 -2.683
C 3.645 -5.185 -1.788
C 2.481 -5.909 -1.458
C 2.166 -7.084 -2.081
C 3.058 -7.634 -2.998
C 4.231 -7.009 -3.303
N 0.822 -7.677 -1.924
O 0.012 -7.048 -1.274
O 0.601 -8.736 -2.469
H 5.356 -5.151 -2.957
H 3.827 -4.241 -1.298
H 1.755 -5.436 -0.805
H 2.815 -8.626 -3.362
H 4.940 -7.435 -3.998
C -4.477 4.643 -0.440
C -5.310 3.928 0.425
C -4.943 2.624 0.737
C -3.849 2.030 0.131
C -3.009 2.764 -0.712
C -3.354 4.065 -1.017
N -3.587 0.602 0.345
O -4.470 -0.096 0.744
O -2.457 0.250 0.075
H -4.791 5.636 -0.736
H -6.211 4.396 0.790
H -5.589 2.033 1.374
H -2.157 2.271 -1.163
H -2.773 4.679 -1.692
C -3.287 -1.340 -2.676
C -2.300 -0.437 -3.087
C -2.513 0.934 -3.049
C -3.769 1.387 -2.660
C -4.744 0.510 -2.252
C -4.529 -0.863 -2.291
N -4.033 2.846 -2.556
O -3.107 3.565 -2.889
O -5.096 3.240 -2.144
H -3.079 -2.402 -2.654
H -1.311 -0.818 -3.303
H -1.728 1.626 -3.313
H -5.733 0.814 -1.933
H -5.293 -1.583 -2.032
C 0.464 2.742 1.586
C -0.866 2.724 1.978
C -1.735 3.773 1.723
C -1.228 4.913 1.096
C 0.120 4.977 0.741
C 0.935 3.874 0.935
N -2.015 6.138 0.920
O -2.927 6.350 1.711
O -1.656 6.958 0.096
H 1.015 1.825 1.735
H -1.260 1.796 2.378
H -2.781 3.774 2.000
H 0.512 5.858 0.252
H 1.965 3.989 0.620
C -2.344 -5.126 0.854
C -3.384 -5.647 1.582
C -4.620 -4.995 1.679
C -4.798 -3.830 0.943
C -3.767 -3.319 0.170
C -2.542 -3.965 0.120
N -6.115 -3.208 0.910
O -6.929 -3.535 1.751
O -6.374 -2.434 0.008
H -1.338 -5.501 0.986
H -3.249 -6.541 2.176
H -5.446 -5.399 2.245
H -4.012 -2.466 -0.449
H -1.693 -3.497 -0.354
*
```

(4)
A structure of composition C52H48MnN7O2Si, computed with the ωB97M-V functional and the def2-TZVPD basis.

HOMO-LUMO gap (spin up / spin down) ... 5.89 / 5.76 eV

ORCA input file:
```
! wB97M-V def2-TZVPD RIJCOSX def2/J DEFGRID3
* xyz -1 6
Mn -0.963 0.209 -0.727
C -1.574 -1.228 -3.225
C -0.379 -0.729 -3.998
C -0.063 -1.468 -5.126
C 0.907 -1.056 -6.018
C 1.485 0.183 -5.821
C 1.185 0.962 -4.713
C 1.711 2.364 -4.695
C 0.341 0.453 -3.693
N 0.099 1.109 -2.498
C 0.978 1.951 -1.900
O 2.191 2.068 -2.065
C 0.228 2.811 -0.893
C 0.373 4.178 -0.740
C -0.535 4.862 0.066
C -1.626 4.191 0.601
C -1.726 2.823 0.392
N -0.746 2.160 -0.247
C -3.025 2.069 0.486
O -4.045 2.627 0.896
N -2.937 0.844 -0.057
C -4.076 0.265 -0.619
C -4.595 0.824 -1.807
C -3.969 2.057 -2.388
C -5.651 0.199 -2.444
C -6.209 -0.963 -1.936
C -5.698 -1.510 -0.772
C -4.645 -0.910 -0.102
C -4.104 -1.483 1.173
H -2.477 -1.028 -3.807
H -1.716 -0.709 -2.238
H -1.505 -2.305 -3.061
H -0.604 -2.387 -5.308
H 1.158 -1.663 -6.876
H 2.176 0.573 -6.559
H 1.989 2.669 -5.703
H 2.582 2.446 -4.045
H 0.958 3.050 -4.304
H 1.171 4.689 -1.253
H -0.426 5.924 0.221
H -2.406 4.704 1.144
H -2.877 1.979 -2.348
H -4.264 2.937 -1.813
H -4.280 2.199 -3.422
H -6.032 0.619 -3.366
H -7.037 -1.435 -2.448
H -6.121 -2.427 -0.382
H -4.341 -2.542 1.269
H -4.519 -0.954 2.030
H -3.022 -1.339 1.204
C 2.785 -4.663 2.952
C 1.911 -3.545 2.479
C 0.579 -3.518 2.603
C -0.157 -2.333 2.055
N 0.568 -1.120 2.373
C 1.907 -1.195 1.998
C 2.563 -2.359 1.962
H 2.206 -5.474 3.389
H 3.485 -4.289 3.700
H 3.366 -5.059 2.120
H 0.006 -4.329 3.026
H -1.152 -2.255 2.500
H 2.369 -0.254 1.755
H 3.582 -2.394 1.623
C 0.210 -3.755 -0.084
C -0.324 -2.462 0.458
N 0.232 -1.290 -0.197
C 1.375 -1.400 -0.850
C 1.974 -2.598 -1.255
C 1.269 -3.802 -0.902
C 3.095 -2.661 -2.120
C 4.113 -1.786 -2.358
C 4.587 -0.672 -1.595
C 5.509 0.235 -2.169
C 6.052 1.201 -1.357
N 5.749 1.304 -0.061
C 4.853 0.431 0.373
N 4.266 -0.534 -0.294
H -0.333 -4.644 0.205
H -1.416 -2.436 0.283
H 1.845 -0.476 -1.168
H 1.618 -4.748 -1.302
H 3.123 -3.559 -2.735
H 4.725 -1.997 -3.230
H 5.773 0.170 -3.217
H 6.770 1.926 -1.731
H 4.578 0.522 1.419
C -4.338 0.726 4.265
C -3.781 -0.450 4.737
C -2.428 -0.686 4.582
C -1.600 0.237 3.946
C -2.178 1.421 3.501
C -3.530 1.667 3.657
Si 0.240 -0.155 3.787
C 1.493 1.259 3.710
C 1.269 2.433 2.999
C 2.260 3.389 2.854
C 3.510 3.185 3.410
C 3.749 2.029 4.134
C 2.750 1.085 4.289
H -5.397 0.909 4.374
H -4.403 -1.187 5.226
H -2.001 -1.604 4.966
H -1.569 2.172 3.024
H -3.960 2.576 3.268
H 0.575 -0.904 5.031
H 0.310 2.607 2.535
H 2.056 4.286 2.288
H 4.295 3.916 3.278
H 4.726 1.859 4.566
H 2.953 0.186 4.858
*
```